Entry 1:
The following is a quantum chemistry calculation of a molecular structure, C37H31N7OPtS, from the OMol25 dataset.

Results
LUMO (alpha / beta) ... -0.317 / -0.317 Ha
Total energy ... -2403.98980 Ha
Kohn-Sham gap (alpha / beta) ... 0.170 / 0.170 hartree
ΔE to the lowest compared entry with this formula, charge and spin ... 9.5 kcal per mole
Net charge ... +2

```
78
Properties=species:S:1:pos:R:3:forces:R:3
Pt -1.02446 -0.00886 0.62917 0.689 2.551 1.240
C 1.51660 -1.63501 2.58208 0.006 -0.015 -0.016
C 0.89023 -0.54616 3.38491 0.545 -0.586 -0.189
C 1.27080 -0.31863 4.70534 -0.335 0.436 0.008
C 0.65836 0.70031 5.41305 0.193 -0.271 -0.203
C -0.31540 1.46282 4.79377 -0.166 -0.122 -0.696
C -0.65165 1.19763 3.46424 0.210 0.118 0.640
N -0.03558 0.20546 2.80175 -1.189 -0.410 -1.955
C -1.65030 1.98155 2.73026 -0.374 0.421 -0.071
C -2.25032 3.10560 3.29526 0.028 -0.200 -0.270
C -3.17641 3.83145 2.56773 0.138 -0.375 -0.236
C -3.48419 3.42464 1.28015 0.234 -0.196 0.165
C -2.86417 2.29902 0.74052 -0.068 0.334 0.387
N -1.97317 1.59299 1.47386 0.007 -0.081 -0.024
C -3.14605 1.85433 -0.62964 -0.440 0.257 -0.439
C -4.10697 2.46819 -1.43457 0.474 -0.211 0.480
C -4.30348 2.01658 -2.72581 0.269 -0.362 -0.225
C -3.54406 0.95770 -3.19369 -0.123 0.430 0.459
C -2.60565 0.37469 -2.34404 0.268 -0.552 -0.576
C -1.77361 -0.77591 -2.79972 0.033 -0.023 0.010
N -2.42677 0.82713 -1.11039 1.056 -0.920 1.739
H 2.34660 -2.08115 3.12145 0.025 -0.020 -0.018
H 1.87864 -1.23689 1.63524 0.058 -0.013 -0.054
H 0.77865 -2.41088 2.37911 -0.026 -0.084 -0.039
H 2.03339 -0.93312 5.15629 0.057 -0.063 -0.028
H 0.94138 0.90680 6.43240 0.001 0.004 0.140
H -0.79881 2.24948 5.34144 -0.087 0.139 0.048
H -1.99725 3.42353 4.29138 0.075 -0.017 0.060
H -3.64703 4.70216 2.99351 -0.052 0.113 0.050
H -4.19666 3.99103 0.70758 -0.024 0.016 -0.112
H -4.69569 3.28828 -1.06679 -0.050 0.107 0.072
H -5.03310 2.49010 -3.36216 -0.114 0.051 -0.062
H -3.66732 0.58104 -4.19519 0.042 -0.070 -0.090
H -1.93410 -0.97130 -3.85587 0.026 -0.012 -0.011
H -2.04416 -1.66986 -2.23736 0.013 -0.075 0.011
H -0.71894 -0.55946 -2.63368 0.062 -0.021 -0.034
C 5.44430 -0.96709 -1.96845 -0.284 0.137 -0.011
C 4.08199 -0.53370 -2.54358 0.549 0.162 -0.369
C 3.81594 0.91231 -2.12297 -0.002 -0.295 -0.036
C 4.13859 -0.59112 -4.08376 -0.082 0.098 0.303
C 3.02417 -1.49203 -2.06540 -0.488 -0.332 0.262
C 3.14898 -2.87051 -2.36609 -0.287 0.191 0.211
C 2.22206 -3.80258 -1.95251 0.032 0.109 -0.015
C 1.12516 -3.36945 -1.21729 -0.167 1.111 0.269
S -0.18077 -4.30158 -0.57455 -0.608 1.462 0.607
C -0.87629 -2.82104 0.08357 2.265 -0.338 -1.439
N -0.14857 -1.71187 -0.18229 -2.347 -1.090 1.226
C 0.96534 -1.98721 -0.90190 1.591 -0.968 -1.125
C 1.92046 -1.07020 -1.33455 0.138 0.033 -0.079
C -2.05781 -2.69886 0.83228 -1.837 0.612 1.232
C -2.92106 -3.76052 1.18192 0.837 0.741 -0.358
C -4.04643 -3.50057 1.92479 -0.472 0.453 0.356
C -4.34838 -2.19798 2.33098 0.421 -0.363 -0.269
C -3.50720 -1.13522 1.99136 -0.265 0.194 0.211
C -2.37266 -1.37084 1.25420 0.308 -1.185 -0.753
H 6.21649 -0.29227 -2.32737 0.109 0.055 -0.005
H 5.71194 -1.97569 -2.26608 0.060 -0.135 -0.052
H 5.42116 -0.92393 -0.88111 0.080 0.000 0.117
H 4.61737 1.54993 -2.48654 0.080 0.046 -0.044
H 3.78911 1.00741 -1.03813 -0.042 0.057 0.099
H 2.88409 1.27979 -2.55133 -0.088 0.059 0.005
H 4.91076 0.08634 -4.43799 0.065 0.062 -0.088
H 3.18381 -0.28107 -4.50425 -0.065 0.039 -0.115
H 4.36805 -1.58766 -4.44757 0.050 -0.129 -0.060
H 3.99367 -3.21420 -2.93945 0.118 -0.021 -0.061
H 2.34200 -4.84706 -2.19288 0.036 -0.111 -0.044
H 1.77369 -0.03147 -1.08706 0.047 0.166 0.002
H -2.68707 -4.76324 0.85920 0.005 -0.155 -0.011
H -4.70840 -4.30533 2.20045 -0.071 -0.103 0.008
H -5.23753 -2.00781 2.91259 -0.054 0.025 0.037
H -3.77654 -0.14307 2.32493 0.012 0.086 -0.017
O 0.35039 1.67856 -0.04505 -2.615 -0.590 -2.765
N 1.35720 2.39628 0.11767 3.273 0.208 3.753
C 1.95451 3.24639 -0.63997 -1.776 -0.739 -0.870
C 3.14744 3.89508 -0.24873 0.261 -0.110 0.630
N 4.13354 4.41684 0.00604 0.397 0.231 0.127
C 1.49239 3.55258 -1.94669 -0.342 -0.008 -0.461
N 1.08482 3.74838 -2.99802 -0.307 0.056 -0.569
```
Positions in Å, forces in eV/Å.

Entry 2:
The following is a quantum chemistry calculation of 13 unconnected molecules or ions with the total composition C45H84BrClN2O17S, from the OMol25 dataset.

Results
LUMO ... -0.013 Ha
Total energy ... -6585.06320 Ha
Kohn-Sham gap ... 0.277 hartree

```
151
Properties=species:S:1:pos:R:3:forces:R:3
C 8.20605 -1.77453 0.90726 0.180 1.060 0.131
C 8.58696 -0.19442 0.66953 1.310 -0.326 -0.677
C 9.85355 -0.24391 -0.38002 -0.097 0.041 0.723
C 9.16714 0.47254 2.01562 0.930 -0.277 0.021
C 7.43277 0.64189 -0.08334 -0.207 -0.186 0.103
C 6.26356 1.23340 0.85052 -2.002 0.888 0.505
C 6.66749 2.64898 1.59021 0.802 0.061 -0.962
C 5.74121 0.20333 2.00450 -0.725 -0.516 -0.548
C 4.91886 1.60908 -0.00939 -3.027 0.818 -2.644
C 4.73200 1.30162 -1.54010 -3.061 1.943 2.114
C 3.38276 1.71011 -2.29617 -0.235 0.848 2.888
C 2.19048 2.46135 -1.57221 3.618 -1.017 2.157
O 0.96194 2.85254 -2.20546 1.177 -1.421 1.183
C -0.18968 2.20212 -1.55265 -0.386 -0.552 0.490
C -1.03800 3.25333 -0.61926 1.468 -0.952 -0.867
O -1.27363 2.56687 0.63708 -1.506 1.157 -0.849
C -2.43023 3.08202 1.34868 0.386 0.465 1.995
C -3.29871 1.89888 2.08623 0.054 -0.072 -1.753
C -3.25863 0.60858 1.10445 -0.596 -1.821 -1.131
C -4.43621 0.42319 0.07693 2.720 -2.947 0.076
C -5.69558 1.41766 -0.07442 0.819 -0.520 -1.168
C -6.97309 1.01303 0.81120 1.413 -1.499 4.794
O -6.89186 0.59541 2.01427 -0.818 2.201 -6.501
Cl -8.62653 1.16693 -0.03321 1.749 0.049 0.829
C -4.35867 -0.80338 -0.90344 2.904 0.342 2.156
C -3.14487 -1.79220 -0.82883 0.221 2.136 1.718
C -1.94000 -1.66774 0.22442 -3.725 3.039 -0.348
C -2.03788 -0.41626 1.18142 -2.508 -0.638 -2.643
Br -0.60248 -0.05484 2.49262 -1.373 -0.546 -1.342
N -0.91653 -2.68751 0.17398 -1.412 2.156 -3.550
N -0.27843 -3.06281 1.33000 -1.511 -5.552 2.301
C -0.78620 -4.26005 1.68349 -0.165 -2.280 4.159
O -1.14401 -5.29267 2.31216 2.443 6.934 -4.642
C -0.24772 -2.92978 -1.09604 1.787 -0.821 -4.174
C 1.32368 -2.89574 -1.30485 -3.052 -0.551 -2.707
C 1.89045 -3.18532 -2.74273 -3.200 -0.240 0.633
C 0.96707 -3.54782 -3.96271 -1.132 0.742 3.231
O 1.62571 -3.81413 -5.23511 -1.509 1.913 1.971
C -0.61801 -3.59057 -3.78964 2.828 1.046 2.807
C -1.17363 -3.26129 -2.36067 2.856 0.281 0.027
S -3.03082 -3.22658 -2.04341 1.656 1.517 1.045
C 2.38089 2.79184 -0.04543 2.841 -1.737 -1.670
C 3.69827 2.37638 0.69064 -0.330 -0.605 -2.765
H 9.18516 -2.39472 1.03230 -1.773 1.089 -0.309
H 7.57962 -1.87469 1.86522 0.881 -0.048 -1.558
H 7.61198 -2.11111 -0.02563 0.971 0.250 1.630
H 10.08208 0.80593 -0.80292 -0.450 -1.718 0.478
H 10.78428 -0.56505 0.21829 -1.376 0.348 -1.001
H 9.67285 -1.02567 -1.20825 0.238 1.418 1.128
H 8.51952 0.33484 2.95166 0.831 0.366 -1.539
H 9.47229 1.59071 1.88685 -0.747 -1.982 0.137
H 10.17300 -0.07580 2.24332 -1.757 0.869 -0.294
H 6.99151 -0.07289 -0.89364 0.662 1.287 1.466
H 7.92565 1.52762 -0.64465 -0.833 -1.386 0.919
H 6.45921 2.59213 2.72454 0.477 0.207 -1.883
H 6.11903 3.55646 1.10636 0.807 -1.757 1.003
H 7.79469 2.83670 1.35710 -1.963 -0.283 0.853
H 6.36756 0.23056 2.96593 -0.670 -0.235 -1.631
H 5.68608 -0.85973 1.52770 0.224 1.798 1.098
H 4.64493 0.42720 2.33422 1.997 -0.113 -0.723
H 5.54240 0.78986 -2.16392 -1.431 0.899 1.059
H 3.28287 1.43927 -3.41007 0.227 0.573 1.990
H -0.89489 1.73843 -2.34803 1.352 0.927 1.091
H 0.25954 1.33390 -0.93233 -1.174 1.481 -0.693
H -2.01298 3.51996 -1.16403 1.351 -0.219 0.968
H -0.33859 4.16327 -0.47966 -1.373 -1.148 -0.182
H -2.00995 3.74097 2.21694 -0.919 -0.871 -1.505
H -3.09640 3.75149 0.69484 0.933 -1.183 0.725
H -2.93405 1.68105 3.15061 -0.479 0.225 -1.761
H -4.38354 2.31198 2.14107 1.849 -0.973 0.094
H -5.30249 2.48350 0.11801 -1.105 -1.562 0.069
H -5.99105 1.38920 -1.20125 0.333 0.049 2.109
H -5.18191 -0.99376 -1.69985 1.653 0.369 1.565
H 1.96641 -2.62809 -0.38925 -0.955 -0.539 -1.812
H 3.02732 -3.13201 -2.91750 -2.101 -0.145 0.302
H 1.71186 -2.90405 -5.62963 -0.015 -1.341 0.332
H -1.32095 -3.85234 -4.67349 1.379 0.557 1.842
H 1.52327 3.34388 0.49378 1.722 -1.071 -0.788
H 3.82712 2.64645 1.81362 -0.389 -0.494 -2.225
C -2.34260 -6.97976 -4.08570 0.148 0.081 0.151
O -2.73612 -5.80696 -3.39098 -0.037 0.011 0.121
H -3.09711 -7.21401 -4.83782 0.034 0.103 0.120
H -1.38127 -6.81052 -4.57828 0.022 -0.209 -0.103
H -2.26111 -7.81320 -3.38369 0.046 -0.149 -0.182
H -2.05143 -5.62233 -2.73202 -0.210 -0.076 -0.163
C -4.51617 -0.21035 5.28772 -0.070 -0.101 0.133
O -4.07312 1.13553 5.34543 0.154 0.512 0.251
H -4.17978 -0.64686 4.34622 -0.009 0.117 0.074
H -4.09201 -0.77333 6.12291 -0.078 -0.197 -0.096
H -5.60739 -0.24282 5.33126 0.013 -0.194 -0.060
H -4.38534 1.50139 6.18474 0.065 -0.040 -0.302
C -10.85573 -2.41027 -0.73437 -0.092 0.205 0.034
O -9.55428 -1.92209 -0.45080 0.336 0.065 0.210
H -10.77093 -3.38458 -1.21823 0.116 0.101 0.047
H -11.41785 -2.51619 0.19731 -0.224 -0.041 -0.107
H -11.36979 -1.71726 -1.40421 -0.236 -0.185 0.042
H -9.66040 -1.06068 -0.02358 0.032 -0.302 -0.163
C -7.96288 -4.71258 1.92190 -0.200 0.214 -0.116
O -9.15264 -5.04198 1.22424 -0.286 0.078 -0.057
H -7.37653 -5.62083 2.06793 -0.135 0.045 -0.061
H -7.38024 -3.99591 1.33725 0.174 0.009 0.149
H -8.21403 -4.28364 2.89550 0.232 0.021 0.086
H -9.65230 -4.21955 1.10907 0.222 -0.278 -0.049
C 4.93858 3.28990 -5.76977 0.235 0.120 0.127
O 5.35724 2.08752 -5.14021 0.238 -0.451 0.092
H 3.85054 3.28945 -5.84490 0.136 -0.111 0.078
H 5.25939 4.14589 -5.17351 -0.166 0.103 -0.262
H 5.37075 3.34860 -6.77182 -0.113 0.222 -0.039
H 6.32231 2.11492 -5.08676 -0.329 -0.011 0.013
C -10.25299 -0.16227 3.92913 0.217 0.028 -0.144
O -10.28954 -0.81774 2.67167 0.095 -0.128 -0.318
H -11.23332 -0.24751 4.39992 0.078 -0.048 -0.135
H -9.50262 -0.63441 4.56826 -0.056 0.141 0.180
H -10.01082 0.89386 3.78647 -0.014 0.046 0.231
H -9.40976 -0.72690 2.27777 -0.216 -0.053 0.145
C -14.65901 -3.06870 -1.18263 -0.056 0.119 0.221
O -14.22880 -1.71759 -1.12713 0.008 0.249 0.117
H -14.32270 -3.50752 -2.12288 0.001 0.139 0.087
H -14.22695 -3.62703 -0.34812 -0.089 -0.220 -0.084
H -15.75006 -3.10973 -1.13430 -0.002 -0.249 -0.042
H -14.53924 -1.35435 -0.28639 0.154 -0.035 -0.298
C -0.51638 2.92785 4.67756 -0.229 -0.130 0.087
O -1.68945 3.54782 5.18047 -0.263 0.059 0.158
H 0.15066 3.69770 4.28672 -0.124 -0.009 0.074
H -0.01223 2.38697 5.48296 0.209 -0.067 -0.133
H -0.78360 2.23807 3.87454 0.277 0.035 0.005
H -2.26107 2.84344 5.51904 0.084 0.182 -0.208
C 8.02729 4.98877 -7.80286 0.198 0.024 0.182
O 7.62947 5.09301 -6.44485 0.106 -0.030 0.269
H 7.13558 4.91659 -8.42693 0.044 0.016 0.157
H 8.59748 5.87643 -8.08840 0.005 -0.074 -0.242
H 8.63798 4.09268 -7.93978 0.014 0.028 -0.259
H 8.43650 5.15544 -5.91562 -0.319 0.021 -0.097
C 2.67023 6.65362 -6.40439 -0.134 -0.146 0.211
O 3.31834 5.91265 -5.38315 -0.092 -0.057 0.143
H 3.42603 7.15854 -7.00743 -0.015 -0.097 0.130
H 2.09306 5.97705 -7.04018 -0.070 0.181 -0.168
H 2.00890 7.39893 -5.95517 -0.063 0.109 -0.232
H 2.62718 5.47644 -4.86533 0.307 0.088 -0.063
C 7.84646 -0.84920 6.24622 0.117 -0.231 -0.060
O 8.81224 -0.49278 5.26895 0.188 -0.053 -0.142
H 7.24816 0.03021 6.48784 0.126 -0.051 -0.097
H 7.19462 -1.63241 5.85088 -0.155 0.021 0.200
H 8.35016 -1.20309 7.14927 -0.209 -0.008 0.127
H 9.32691 -1.28800 5.07373 -0.117 0.314 -0.019
C 2.39889 -2.96813 3.76901 -0.191 0.204 0.135
O 3.19975 -2.11775 4.57554 0.098 0.192 0.242
H 3.04302 -3.49747 3.06549 0.016 0.105 0.119
H 1.88164 -3.69340 4.40273 -0.095 -0.146 -0.192
H 1.67187 -2.36982 3.21447 -0.082 -0.222 -0.143
H 2.60545 -1.66273 5.18771 0.260 -0.109 -0.183
```
Positions in Å, forces in eV/Å.

Entry 3:
The following is a quantum chemistry calculation of 2 unconnected molecules or ions with the total composition C6H15OS, from the OMol25 dataset.

Results
LUMO ... 0.144 Ha
Total energy ... -711.06685 Ha
Kohn-Sham gap ... 0.249 hartree
ΔE to the lowest compared entry with this formula, charge and spin ... 2.5 kcal per mole
Net charge ... -1

```
23
Properties=species:S:1:pos:R:3:forces:R:3
C 0.82351 -2.58939 -0.56240 -0.724 0.129 -0.491
C -0.63659 -2.79123 -0.99918 0.305 0.162 0.124
C -1.48671 -1.51391 -1.03406 -0.094 -0.446 -0.084
S -1.70834 -0.74186 0.58962 -0.285 0.065 0.196
H 1.34914 -1.91966 -1.24764 0.051 -0.035 -0.074
H 1.31763 -3.56167 -0.56065 0.254 0.086 0.247
H 0.81196 -2.10743 0.41032 0.236 -0.161 0.211
H -0.66967 -3.30035 -1.97293 0.011 0.070 -0.035
H -1.09598 -3.46319 -0.26859 -0.110 -0.029 -0.051
H -2.46532 -1.82374 -1.42142 -0.018 0.170 0.031
H -1.09500 -0.79062 -1.75807 0.212 -0.062 -0.026
C 0.52395 1.61228 1.69638 0.255 -0.226 -0.083
O 0.83064 0.29967 2.10713 0.215 0.021 -0.085
C 0.80893 1.92796 0.22600 -0.224 -0.371 -0.117
C 0.08367 3.21159 -0.13559 -0.069 0.371 0.059
H -0.54213 1.77729 1.87124 -0.043 0.326 0.064
H 1.13540 2.28524 2.30548 -0.203 0.130 0.181
H 0.09960 -0.24541 1.72660 0.075 -0.118 -0.165
H 1.88323 1.97538 0.02984 0.045 0.092 0.104
H 0.40511 1.10839 -0.37407 0.020 -0.028 0.054
H 0.27654 3.98666 0.61654 -0.012 0.008 -0.045
H 0.34151 3.64160 -1.10592 0.131 -0.171 -0.043
H -0.99111 3.02239 -0.13862 -0.027 0.017 0.027
```
Positions in Å, forces in eV/Å.